Entry 1:
{
  "formula": "C27H27ClF4NO4S2",
  "method": "wB97M-V/def2-TZVPD",
  "species": ["Cl", "S", "S", "F", "F", "F", "F", "O", "O", "O", "O", "N", "C", "C", "C", "C", "C", "C", "C", "C", "C", "C", "C", "C", "C", "C", "C", "C", "C", "C", "C", "C", "C", "C", "C", "C", "C", "C", "C", "H", "H", "H", "H", "H", "H", "H", "H", "H", "H", "H", "H", "H", "H", "H", "H", "H", "H", "H", "H", "H", "H", "H", "H", "H", "H", "H"],
  "xyz": [[-1.303, -1.227, -3.649], [-1.211, -1.825, 0.895], [0.390, -2.172, 3.271], [8.926, 3.785, 9.942], [-4.107, 0.158, -4.810], [-2.231, -3.578, -5.718], [4.221, 2.801, 5.224], [-2.543, -1.173, 1.382], [-1.195, -3.360, 1.081], [1.567, -3.116, 2.901], [0.836, -1.369, 4.547], [0.096, -1.146, 1.883], [6.008, 3.109, 7.896], [5.341, 4.330, 9.878], [5.013, 3.707, 8.673], [-2.825, -3.392, -7.993], [-3.177, -2.587, -9.076], [4.811, -0.522, 2.871], [6.666, 4.351, 10.311], [-5.373, 0.588, -4.894], [4.413, 1.719, 4.458], [7.335, 3.140, 8.324], [5.633, 1.544, 3.814], [-2.643, -1.426, -6.591], [-7.221, 1.363, -6.225], [3.390, 0.788, 4.320], [-6.137, 0.695, -3.738], [3.588, -0.336, 3.517], [5.836, 0.415, 3.021], [-1.834, -1.991, -2.003], [-5.901, 0.921, -6.137], [7.652, 3.759, 9.529], [-3.254, -1.202, -8.918], [-7.454, 1.147, -3.824], [-1.526, -3.603, -2.159], [-7.995, 1.478, -5.069], [-2.564, -2.805, -6.760], [-2.984, -0.620, -7.677], [-0.936, -1.230, -0.861], [-2.996, -1.788, -1.930], [8.123, 2.689, 7.730], [4.968, -1.401, 2.248], [4.565, 4.798, 10.479], [3.978, 3.686, 8.336], [-3.524, -0.573, -9.764], [-5.703, 0.425, -2.781], [0.214, -1.190, -1.180], [6.789, 0.266, 2.519], [-8.057, 1.242, -2.925], [2.448, 0.944, 4.836], [-2.158, -3.962, -3.107], [-5.283, 0.834, -7.024], [-1.897, -4.260, -1.264], [-2.438, -0.993, -5.618], [2.790, -1.065, 3.396], [-3.040, 0.459, -7.558], [-1.284, -0.088, -0.879], [-3.392, -3.038, -10.042], [-7.646, 1.617, -7.193], [-9.023, 1.827, -5.137], [6.938, 4.824, 11.249], [-0.697, -2.982, 3.635], [-0.393, -3.825, -2.460], [5.749, 2.621, 6.960], [6.415, 2.287, 3.936], [-2.752, -4.469, -8.100]],
  "atomic_forces_ev_per_a": [[-0.1830, -0.4042, 1.8010], [-1.7940, -1.0199, 5.0877], [5.6110, 0.2940, 0.4969], [0.3453, 0.0170, 0.1277], [-0.0834, 0.1632, 0.1746], [0.0000, -0.1602, 0.0253], [-0.0751, 0.5606, 0.3408], [3.8201, -1.8621, -2.3679], [-0.1205, 4.0292, -1.4901], [-3.8450, 2.1477, 0.8753], [-2.5190, -1.8705, -4.0933], [-2.0681, -2.1746, 0.3001], [0.0269, 0.1642, 0.3318], [0.2251, -0.2243, -0.3270], [0.0361, -0.0002, 0.0012], [-0.0057, -0.0664, 0.0246], [0.0646, 0.2386, 0.3166], [0.1489, 0.2006, 0.0595], [0.1118, 0.0125, 0.0331], [-0.9712, 0.3278, -0.0468], [0.1175, -1.3625, -0.9346], [0.0438, 0.0286, 0.0758], [0.0539, 0.1510, 0.1095], [0.1158, 0.0596, -0.0038], [0.0799, -0.0676, 0.4352], [0.0879, 0.1649, 0.0727], [0.0506, -0.0260, 0.0422], [0.2528, 0.0885, -0.1095], [-0.4453, -0.1102, 0.1289], [0.2647, -1.2486, 0.6073], [0.0577, 0.0019, -0.0409], [-1.1699, -0.0278, -0.3893], [0.0020, 0.0389, 0.0442], [0.1710, -0.0128, -0.4546], [-0.5834, -0.2474, -1.4155], [0.0354, -0.0188, 0.0370], [-0.2337, 0.6648, -0.7834], [0.0117, -0.6048, -0.2267], [0.2717, 1.7712, -1.7092], [2.6360, -0.3458, 0.0652], [-0.0568, 0.0348, 0.0888], [-0.0860, 0.1510, 0.1268], [0.1637, -0.0897, -0.0770], [0.2169, -0.0139, 0.0359], [0.0493, -0.1216, 0.1275], [0.0052, 0.0302, -0.1082], [-2.5597, -0.6006, 0.9640], [-0.1271, 0.0801, 0.0891], [0.1495, -0.0441, -0.1435], [0.0317, -0.0942, -0.0969], [1.3351, 0.8539, 1.9992], [-0.0756, -0.0437, 0.1337], [0.9916, 1.6471, -1.4351], [-0.1115, -0.2334, -0.4819], [0.2679, 0.2149, 0.1288], [0.0586, -0.1921, 0.0419], [0.6963, -2.5519, 0.3835], [0.0575, 0.0488, 0.1837], [0.1160, -0.0445, 0.1614], [0.1927, -0.0656, 0.0091], [0.0264, -0.0425, -0.0955], [0.5982, 0.9067, -0.5787], [-2.4784, 0.6982, 1.0334], [0.0716, 0.1309, 0.2221], [-0.0661, -0.0190, 0.0124], [-0.0119, 0.0900, 0.0540]],
  "nbo_charge": [-0.124, 2.044, 1.893, -0.327, -0.319, -0.319, -0.338, -0.948, -0.951, -0.960, -0.947, -1.062, -0.184, -0.196, -0.227, -0.287, -0.204, -0.234, -0.297, 0.403, 0.381, -0.289, -0.316, -0.284, -0.197, -0.283, -0.281, -0.160, -0.206, -0.141, -0.287, 0.394, -0.242, -0.192, -0.660, -0.234, 0.400, -0.193, -0.666, 0.241, 0.226, 0.216, 0.214, 0.224, 0.208, 0.236, 0.274, 0.204, 0.219, 0.244, 0.219, 0.228, 0.263, 0.257, 0.266, 0.212, 0.269, 0.212, 0.214, 0.212, 0.221, 0.058, 0.229, 0.239, 0.212, 0.224],
  "total_charge": -1,
  "energy_ha": -3056.6974,
  "lumo_ha": 0.0782,
  "multiplicity": 1
}


Entry 2:
{
  "formula": "C11H5N2O5V",
  "method": "wB97M-V/def2-TZVPD",
  "species": ["V", "O", "O", "O", "O", "O", "N", "N", "C", "C", "C", "C", "C", "C", "C", "C", "C", "C", "C", "H", "H", "H", "H", "H"],
  "xyz": [[1.158, -0.220, -0.978], [3.059, -2.646, -0.416], [-0.939, 1.574, -2.338], [3.214, 0.887, -2.979], [2.046, 1.655, 1.426], [2.270, -5.057, -3.812], [-0.520, -0.221, 0.605], [-4.431, 2.533, 0.231], [2.458, 0.411, -2.221], [-1.889, 1.375, 2.404], [-0.796, 0.608, 2.819], [-0.263, 0.770, -1.850], [2.190, -1.883, -0.576], [-2.415, 1.097, 1.129], [-1.777, 0.155, 0.307], [-3.544, 1.886, 0.650], [-0.231, -0.297, 1.921], [2.263, -4.209, -3.059], [1.853, 0.969, 0.507], [-2.352, 2.170, 3.023], [0.706, -1.066, -2.204], [0.567, -0.981, 2.213], [-0.382, 0.711, 3.812], [-2.244, -0.220, -0.615]],
  "atomic_forces_ev_per_a": [[-4.7144, -1.9775, 4.3709], [-4.8568, 3.7746, -0.6721], [2.6584, -3.7147, 1.9275], [-4.0293, -2.6765, 4.0420], [-0.7973, -3.1915, -4.4913], [0.0090, 1.3830, 1.2512], [-0.0832, -2.6605, -0.5097], [2.4303, -1.6904, 1.1267], [6.1936, 3.8705, -6.4622], [0.2609, 0.2269, -0.2014], [-0.4780, -0.5775, -0.0152], [-4.0131, 5.4440, -3.8809], [6.1655, -5.3292, 0.9180], [-0.6625, 0.1361, -0.0101], [-0.5542, 1.8197, -0.2784], [-2.0030, 0.7565, -1.0022], [0.9059, 1.5202, 0.7013], [-0.0467, -1.3710, -1.2979], [2.4926, 4.8043, 5.9596], [0.4535, -0.6574, -0.3863], [0.3298, -0.7332, -1.3301], [0.1141, 0.4653, -0.0440], [-0.1538, -0.2202, 0.1046], [0.3785, 0.5986, 0.1800]],
  "nbo_charge": [0.391, -0.253, -0.269, -0.243, -0.275, -0.426, -0.555, -0.135, 0.582, -0.036, -0.231, 0.592, 0.579, -0.153, 0.100, 0.193, 0.074, 0.434, 0.537, 0.288, 0.037, 0.236, 0.279, 0.253],
  "s2": 2.021,
  "total_charge": 2,
  "energy_ha": -1851.0654,
  "lumo_ha": [-0.4348, -0.4159],
  "multiplicity": 3
}